{
  "formula": "C19H29NO9",
  "method": "ωB97M-V/def2-TZVPD",
  "species": ["O", "C", "O", "C", "C", "C", "C", "C", "N", "C", "O", "H", "H", "H", "H", "H", "H", "H", "H", "H", "H", "H", "O", "C", "C", "C", "C", "O", "H", "H", "H", "H", "H", "H", "O", "C", "C", "C", "C", "O", "H", "H", "H", "H", "H", "H", "O", "C", "C", "C", "C", "O", "H", "H", "H", "H", "H", "H"],
  "positions_angstrom": [[3.314304, 0.847881, -1.544260], [2.193153, 0.567413, -1.548169], [1.776355, -0.525640, -2.281016], [1.189050, 1.330708, -0.743445], [-0.171530, 1.534492, -1.446172], [-1.003538, 0.282560, -1.646300], [-1.279586, -0.656103, -0.460427], [-2.064438, -1.718224, -1.265103], [-2.928319, -0.865494, -2.100116], [-2.469657, 0.447639, -2.072997], [-3.088425, 1.411725, -2.292169], [2.159538, -1.304712, -1.855252], [1.103112, 0.801755, 0.213812], [1.642567, 2.298433, -0.586778], [0.009279, 2.000558, -2.410377], [-0.748837, 2.221989, -0.831360], [-0.602113, -0.288049, -2.484296], [-0.447324, -0.975807, 0.134897], [-2.079609, -0.131802, 0.065223], [-1.286076, -2.159018, -1.889284], [-2.577997, -2.447804, -0.660347], [-3.886351, -1.010126, -1.786424], [1.072192, -0.322594, 1.793744], [1.915441, -0.629075, 2.595594], [2.036515, -0.139174, 4.017537], [3.465614, -0.530150, 4.377547], [3.677347, -1.757708, 3.504365], [2.889540, -1.519346, 2.321222], [1.299503, -0.659494, 4.632932], [1.879861, 0.928269, 4.068375], [3.616733, -0.722122, 5.437730], [4.152944, 0.260128, 4.080659], [3.319663, -2.675607, 3.976343], [4.718207, -1.893366, 3.219687], [3.445230, 2.486208, 4.985311], [3.190504, 3.272275, 4.116328], [3.546240, 4.744339, 4.078775], [2.639703, 5.270231, 2.968215], [2.484349, 4.046474, 2.078506], [2.551298, 2.922217, 2.975168], [4.603058, 4.842458, 3.826415], [3.343588, 5.214395, 5.036866], [3.038037, 6.134958, 2.441272], [1.671435, 5.548858, 3.387176], [3.291961, 3.954233, 1.349541], [1.532996, 4.028339, 1.552194], [-4.981441, -2.684259, -2.037402], [-4.920530, -3.249833, -3.091444], [-4.575567, -2.637546, -4.432553], [-5.040073, -3.714393, -5.409401], [-4.874843, -4.981168, -4.584586], [-5.122838, -4.581203, -3.225179], [-3.497807, -2.477492, -4.475074], [-5.098241, -1.695978, -4.573129], [-4.483872, -3.735651, -6.344759], [-6.094162, -3.563439, -5.648992], [-3.863111, -5.388066, -4.645312], [-5.583058, -5.758108, -4.863326]],
  "forces_ev_per_a": [[4.3879, 1.0664, 0.0692], [-2.7635, -0.7174, 0.1771], [-0.8743, -0.3736, 0.3884], [-0.9680, -0.3101, -0.7996], [-0.1253, -0.2682, 0.6455], [0.0942, 0.4370, -0.2879], [-1.0357, 0.1086, -1.2589], [1.6312, 0.9973, 0.0250], [-1.1045, -0.6613, 0.8660], [2.5357, -3.0027, 0.7265], [-1.9519, 3.1028, -0.8515], [0.1935, 0.0216, -0.3345], [-0.1330, 0.2659, -0.3097], [0.1397, 0.2424, 0.2433], [-0.1350, 0.2154, -0.1390], [-0.0783, 0.2757, -0.0376], [0.4488, -0.1880, 0.1373], [0.2587, -0.1410, 0.2910], [0.4415, -0.0081, 1.0998], [-0.2782, -0.7466, -0.1484], [-0.4133, -0.1562, -0.1170], [-0.0499, 0.3138, -0.7817], [0.2679, -0.3383, 0.1719], [-0.4415, 0.0996, 0.1990], [0.4731, -0.1041, 0.0269], [-0.0934, -0.0680, 0.0389], [0.2202, -0.0414, 0.2515], [0.0120, 0.0273, -0.0912], [-0.0598, 0.0230, -0.0558], [-0.2544, 0.0154, 0.0076], [0.0040, -0.0562, -0.0244], [-0.0391, 0.0266, 0.0139], [-0.0451, 0.0069, -0.0311], [-0.0728, -0.0494, -0.2036], [-0.1742, 0.0705, -0.1429], [0.4182, 0.0926, 0.1925], [-0.4773, 0.1742, -0.2463], [0.0734, 0.1255, 0.0820], [-0.0524, 0.1966, -0.1915], [0.0164, -0.0102, 0.1073], [0.0282, -0.0326, 0.0973], [0.2245, -0.1127, 0.0973], [0.0205, -0.0564, -0.0483], [-0.0007, -0.0082, -0.0307], [0.0163, -0.0318, 0.0283], [-0.0100, -0.2010, 0.0512], [-0.4239, -0.4926, 0.1890], [0.2948, 0.3155, -0.0209], [-0.3638, -0.3410, -0.3256], [0.0289, 0.1373, -0.0936], [0.0025, -0.0810, -0.2161], [-0.0445, 0.0786, 0.0422], [-0.0072, 0.1264, 0.0970], [0.2014, 0.1328, 0.1697], [0.0359, -0.0541, 0.0401], [0.0115, -0.0358, -0.0037], [0.0083, 0.0278, 0.0229], [-0.0179, -0.0353, 0.1957]],
  "nbo_charge": [-0.55, 0.80, -0.75, -0.53, -0.38, -0.33, -0.40, -0.22, -0.67, 0.71, -0.58, 0.50, 0.28, 0.22, 0.21, 0.21, 0.22, 0.24, 0.19, 0.17, 0.21, 0.42, -0.61, 0.81, -0.53, -0.43, -0.07, -0.49, 0.23, 0.27, 0.23, 0.22, 0.18, 0.20, -0.58, 0.80, -0.53, -0.43, -0.07, -0.50, 0.24, 0.25, 0.23, 0.21, 0.19, 0.20, -0.59, 0.81, -0.53, -0.43, -0.07, -0.49, 0.25, 0.25, 0.22, 0.21, 0.18, 0.20],
  "e_homo_ha": -0.325,
  "e_lumo_ev": 0.6375,
  "molar_mass_g_mol": 415.439,
  "smiles": "O=C(O)CC[C@H]1CCNC1=O.O=C1CCCO1.O=C1CCCO1.O=C1CCCO1",
  "energy_ha": -1473.34530
}